Entry from OMol25: C24H26KN6O as an isolated structure (ωB97M-V/def2-TZVPD).

Values from the calculation:
Electronic energy: -52621.0212 eV
Net charge: +1
F_max: 0.7 eV/Å
Gap between HOMO and LUMO: 9.1 eV

Last column: Mulliken charge in e.
Element x y z (Å)
K -0.04 -0.31 0.13  0.922
O 0.14 0.00 2.61  -0.401
N 3.62 2.78 0.25  -0.017
N 0.03 -2.93 -0.16  0.009
N -3.67 2.81 0.25  -0.003
N -2.30 1.06 0.06  -0.015
N 2.24 1.05 0.03  0.076
N -0.03 2.84 -0.09  -0.199
C 0.90 -5.55 0.13  -0.426
C -0.91 -2.87 2.11  -0.520
C 0.23 -4.91 1.16  -0.716
C 5.82 1.53 -0.12  -1.124
C 4.44 1.68 0.00  0.288
C -4.12 -0.64 -0.35  -0.561
C -6.35 0.31 -0.36  -0.423
C -1.24 3.27 0.57  -0.506
C -5.48 -0.79 -0.48  -0.670
C -3.63 0.64 -0.10  0.575
C 1.14 -4.86 -1.05  -0.623
C -2.40 2.35 0.26  -0.042
C -4.50 1.71 0.01  0.397
C 0.90 -1.20 2.87  -0.442
C 0.68 -3.56 -1.15  -0.447
C 6.28 0.26 -0.37  -0.415
C 5.40 -0.84 -0.50  -0.712
C 4.04 -0.67 -0.38  -0.395
C 3.56 0.61 -0.13  0.489
C 2.34 2.33 0.25  -0.079
C 1.20 3.26 0.57  -0.478
C -0.19 -3.59 0.98  0.730
C -5.88 1.58 -0.12  -1.088
C 0.02 -2.38 3.23  -0.592
H 1.65 -0.99 3.63  0.345
H -3.94 3.77 0.34  0.211
H 3.36 -1.51 -0.49  0.423
H -6.56 2.42 -0.03  0.401
H -1.51 -2.04 1.72  -0.217
H 1.46 -1.40 1.95  0.118
H 1.47 4.27 0.26  0.360
H 3.90 3.74 0.36  0.214
H 1.08 3.29 1.66  0.307
H 5.81 -1.82 -0.70  0.413
H -1.52 4.29 0.26  0.352
H 0.02 -5.42 2.09  0.442
H -5.90 -1.77 -0.68  0.416
H 0.84 -3.00 -2.07  0.426
H -3.45 -1.49 -0.45  0.369
H -7.41 0.15 -0.47  0.380
H -1.12 3.32 1.66  0.300
H 1.65 -5.33 -1.88  0.435
H 1.23 -6.57 0.26  0.413
H -0.57 -2.13 4.11  0.379
H 6.50 2.36 -0.02  0.402
H 0.68 -3.19 3.55  0.407
H -0.03 1.84 -0.23  0.010
H -1.65 -3.56 2.53  0.466
H -0.39 0.22 3.39  0.257
H 7.35 0.09 -0.46  0.383